Density functional theory data (ωB97M-V/def2-TZVPD) for 2 unconnected molecules or ions with the total composition C4H12O at a distorted geometry.

Structure (XYZ):
```
17
Properties=species:S:1:pos:R:3
O 1.20951 -2.30659 2.08296
C 0.11418 0.76701 -1.70202
C -0.00529 0.17121 -0.29187
C -1.37473 -0.44289 -0.04973
C 0.44615 1.25857 0.68290
H -1.59663 -1.22618 -0.77296
H 0.43508 1.05709 1.75577
H -1.46150 -0.83589 0.96260
H 1.59901 -2.34719 1.20540
H 0.77247 -0.60160 -0.25320
H -0.51074 1.64903 -1.85464
H -0.14333 2.17163 0.54796
H 0.27524 -2.20305 1.86792
H -0.23414 0.03135 -2.43940
H 1.13778 1.01198 -1.97408
H 1.47510 1.52258 0.44970
H -2.13816 0.32296 -0.21731
```

Results
ΔE to the lowest compared entry with this formula, charge and spin = 0.0000 eV
Molecular weight = 76.14 g mol⁻¹
LUMO level = 0.90 eV
HOMO-LUMO gap = 12.279 eV
SMILES = CC(C)C.O
Highest occupied orbital energy = -11.380 eV